1.
The following is a DFT calculation (ωB97M-V/def2-TZVPD) of C39H38F6HfN5O as an isolated structure.

XYZ file:
```
90
Properties=species:S:1:pos:R:3
Hf 0.4914 -0.0454 1.4587
C -2.8799 3.0399 1.9713
C -1.6566 2.3643 1.9708
N -1.4956 1.1748 1.4276
C -2.5523 0.5596 0.8359
C -3.8312 1.1478 0.8238
C -3.9642 2.4258 1.4020
C -4.9169 0.4299 0.2688
C -4.6954 -0.8270 -0.2064
C -3.4102 -1.4144 -0.2035
C -2.3097 -0.7332 0.2684
N -0.9900 -1.1752 0.3596
C -0.6152 -2.4601 -0.0505
C -1.0700 -3.1778 -1.1311
C -0.5954 -4.4839 -1.3876
C 0.3352 -5.0792 -0.5889
C 0.8804 -4.3518 0.4961
C 1.8838 -4.8503 1.3510
C 2.3982 -4.0559 2.3399
C 1.9279 -2.7426 2.4650
N 0.9673 -2.2585 1.7030
C 0.4198 -3.0463 0.7351
H -2.9538 4.0152 2.4295
H -0.7804 2.8137 2.4256
H -4.9336 2.9084 1.3956
H -5.9014 0.8773 0.2533
H -5.5190 -1.4069 -0.6012
H -3.3219 -2.4291 -0.5534
H -1.7749 -2.7410 -1.8223
H -0.9919 -5.0167 -2.2419
H 0.6819 -6.0858 -0.7817
H 2.2461 -5.8610 1.2081
H 3.1697 -4.4080 3.0091
H 2.3602 -2.0673 3.1918
C 4.4502 -4.0756 -1.1741
C 3.5110 -2.9096 -1.3043
C 2.6644 -2.8057 -2.4049
C 1.8012 -1.7320 -2.5509
C 0.8902 -1.6315 -3.7424
C 1.7953 -0.7460 -1.5665
C 2.5943 -0.8433 -0.4278
C 3.4607 -1.9361 -0.3174
N 2.3829 0.0864 0.6279
C 3.4783 1.0074 1.0046
C 3.8912 1.8379 -0.2107
C 2.9331 1.8942 2.1294
C 4.7170 0.2862 1.5451
H 4.0448 -4.9660 -1.6548
H 4.6520 -4.3082 -0.1278
H 5.4077 -3.8550 -1.6501
H 2.6743 -3.5874 -3.1574
H 1.4452 -1.3504 -4.6390
H 0.1133 -0.8832 -3.5825
H 0.4057 -2.5878 -3.9446
H 1.1492 0.1166 -1.6755
H 4.0613 -2.0603 0.5740
H 3.0519 2.4059 -0.6066
H 4.2563 1.1838 -1.0042
H 4.6944 2.5301 0.0493
H 1.9458 2.2932 1.8727
H 3.5813 2.7535 2.3065
H 2.8493 1.3354 3.0634
H 5.2367 -0.2662 0.7635
H 4.4495 -0.4046 2.3485
H 5.4180 1.0189 1.9495
C 0.1192 1.4299 5.4499
C -0.0333 0.1214 4.6829
O 0.4649 0.2423 3.3954
C 0.7753 -0.9827 5.4014
F 0.5709 -0.9837 6.7180
F 2.0883 -0.7836 5.1966
F 0.4787 -2.2064 4.9355
C -1.5229 -0.2943 4.6229
F -1.9367 -0.8211 5.7757
F -2.3002 0.7707 4.3633
F -1.7490 -1.1880 3.6488
H 1.1787 1.6489 5.5718
H -0.3487 1.3793 6.4312
H -0.3454 2.2298 4.8786
C -0.3589 4.3465 -2.1233
C -0.8037 3.0409 -2.2569
C -0.4315 2.1136 -1.2999
N 0.3483 2.4033 -0.2543
C 0.7702 3.6633 -0.1384
C 0.4422 4.6639 -1.0396
H -0.6323 5.1011 -2.8486
H -1.4311 2.7398 -3.0842
H -0.7797 1.0883 -1.3766
H 1.4051 3.8891 0.7094
H 0.8158 5.6667 -0.8884
```

Calculated values
charge: +1
lowest unoccupied orbital energy: -0.1062 Eh
F_max: 0.0131 hartree/bohr
frontier orbital gap: 0.2675 hartree
HOMO level: -10.168 eV
multiplicity: 1
total energy: -2505.268768 a.u.

***

2.
The following is a DFT calculation (ωB97M-V/def2-TZVPD) of C39H38N6OPdTe as an isolated structure.

XYZ file:
```
86
Properties=species:S:1:pos:R:3
Pd 1.1023 -0.0403 0.7033
C 4.1671 -0.7975 1.7000
N 3.6295 -0.4495 0.3834
C 4.1586 0.7791 -0.2194
C 3.2826 1.9591 0.0572
N 1.9833 1.8755 0.1079
C 1.5138 3.1521 0.3853
C 0.2124 3.6047 0.5880
C 0.0507 4.9512 0.8429
C 1.1485 5.8245 0.9007
C 2.4432 5.3826 0.7170
C 2.6025 4.0252 0.4623
N 3.7182 3.2267 0.2539
C 3.2853 -0.3256 2.8156
N 2.1014 0.1914 2.6457
C 1.5696 0.3980 3.9128
C 0.3301 0.9004 4.2946
C 0.0780 0.9818 5.6490
C 1.0302 0.5820 6.5992
C 2.2650 0.0856 6.2287
C 2.5097 -0.0021 4.8642
N 3.5975 -0.4554 4.1286
H 4.2380 -1.8850 1.7684
H 5.1807 -0.4027 1.8362
H 3.7817 -1.2206 -0.2525
H 5.1834 0.9886 0.1058
H 4.1885 0.6331 -1.3013
H -0.6225 2.9152 0.5634
H -0.9419 5.3478 1.0075
H 0.9735 6.8727 1.1023
H 3.2846 6.0603 0.7717
H 4.6776 3.5294 0.2518
H -0.3977 1.1963 3.5492
H -0.8756 1.3594 5.9925
H 0.7893 0.6627 7.6505
H 2.9941 -0.2238 6.9658
H 4.4568 -0.8230 4.5001
C -2.1217 0.8337 -7.5689
C -1.8479 0.6355 -6.1034
C -0.6758 1.0982 -5.5214
C -0.4200 0.9271 -4.1643
C 0.8654 1.4746 -3.5887
C -1.3558 0.2477 -3.3732
Te -0.9278 0.1038 -1.2268
N -1.0201 0.1157 1.0892
C -1.0336 -1.0507 1.7285
O 0.0436 -1.7189 1.7429
C -2.2372 -1.5272 2.4513
C -2.1984 -2.7423 3.1262
C -3.3248 -3.1941 3.7950
C -4.4907 -2.4398 3.7835
C -4.5313 -1.2258 3.1088
C -3.4039 -0.7648 2.4489
C -1.0739 -2.0092 -1.3105
C -2.1619 -2.6378 -0.7191
C -2.2899 -4.0164 -0.7717
C -1.3310 -4.7649 -1.4319
C -0.2512 -4.1353 -2.0313
C -0.0950 -2.7522 -1.9850
C 1.0955 -2.1244 -2.6558
C -2.5557 -0.2053 -3.9343
C -3.6233 -0.8837 -3.1138
C -2.7783 -0.0025 -5.2911
H -1.2906 1.3344 -8.0632
H -3.0186 1.4371 -7.7175
H -2.2874 -0.1231 -8.0666
H 0.0550 1.6128 -6.1370
H 1.4421 1.9830 -4.3609
H 1.4936 0.6843 -3.1706
H 0.6738 2.1969 -2.7891
H -1.2841 -3.3208 3.1106
H -3.2969 -4.1377 4.3240
H -5.3696 -2.7972 4.3040
H -5.4400 -0.6384 3.1035
H -3.4126 0.1867 1.9319
H -2.9321 -2.0518 -0.2325
H -3.1421 -4.4957 -0.3078
H -1.4220 -5.8421 -1.4834
H 0.4960 -4.7279 -2.5455
H 1.8123 -2.8842 -2.9652
H 1.6058 -1.4303 -1.9818
H 0.7931 -1.5608 -3.5410
H -3.7447 -0.4030 -2.1404
H -3.3805 -1.9321 -2.9359
H -4.5831 -0.8466 -3.6273
H -3.7130 -0.3444 -5.7241
```

Calculated values
charge: +1
lowest unoccupied orbital energy (spin up / spin down): -0.1415 / -0.1345 Eh
F_max: 0.0376 hartree/bohr
frontier orbital gap (spin up / spin down): 0.2227 / 0.2305 hartree
HOMO level (spin up / spin down): -9.909 / -9.932 eV
multiplicity: 2
total energy: -2308.420028 a.u.
<S²>: 0.973

***

3.
The following is a DFT calculation (ωB97M-V/def2-TZVPD) of a 2-piece molecular cluster, C39H38NO overall.

XYZ file:
```
79
Properties=species:S:1:pos:R:3
C -4.7678 -0.6134 1.6088
C -3.9618 -1.4721 2.3687
C -2.8878 -0.9553 3.0655
C -2.5481 0.3956 2.9806
C -1.3130 0.8090 3.6272
C -0.0430 0.4099 3.2463
N 1.0907 1.1702 3.5086
C 0.8857 2.4795 4.1163
C 2.1607 3.1146 4.6676
C 3.3223 3.1006 3.6831
C 3.5035 1.7324 3.0368
C 2.2016 1.0964 2.5478
C 0.1650 -0.8802 2.5325
C -0.4528 -1.1354 1.3012
C -0.2778 -2.3581 0.6605
C 0.5648 -3.3198 1.2237
C 1.2247 -3.0558 2.4266
C 1.0259 -1.8447 3.0789
C -3.4217 1.2780 2.2993
C -4.5050 0.7632 1.5938
H -5.6022 -1.0265 1.0439
H -4.1659 -2.5377 2.4049
H -2.2492 -1.5718 3.7005
H -1.4033 1.7304 4.2060
H 0.4340 3.1716 3.3809
H 0.1942 2.3802 4.9572
H 1.9233 4.1455 4.9509
H 2.4465 2.5892 5.5865
H 3.1543 3.8536 2.9043
H 4.2427 3.3738 4.2067
H 4.1703 1.8144 2.1708
H 3.9878 1.0466 3.7432
H 2.4109 0.0494 2.3050
H 1.9024 1.5859 1.5998
H -1.0752 -0.3570 0.8561
H -0.8030 -2.5526 -0.2761
H 0.7114 -4.2767 0.7237
H 1.8897 -3.7980 2.8692
H 1.5236 -1.6379 4.0284
H -3.1926 2.3452 2.2972
H -5.1471 1.4335 1.0204
C -7.4012 -4.1529 7.3230
C -6.0841 -4.0569 6.6209
C -6.0344 -4.1437 5.2238
C -4.8393 -3.9875 4.5446
C -3.6209 -3.7170 5.2413
C -2.3903 -3.4737 4.5388
C -1.1002 -3.7817 5.1367
C -0.5001 -2.9414 6.0986
C 0.7562 -3.2338 6.6113
C 1.4232 -4.3745 6.1533
O 2.7872 -4.5511 6.4204
C 3.1587 -5.2358 7.5773
C 4.1191 -6.2409 7.4300
C 4.3676 -7.0918 8.5043
C 3.7219 -6.8826 9.7275
C 2.8480 -5.8022 9.8875
C 2.5483 -4.9700 8.8038
C 0.8080 -5.2849 5.2840
C -0.4095 -4.9486 4.7309
C -3.6780 -3.7455 6.6690
C -4.8856 -3.9122 7.3331
H -7.3699 -3.6422 8.2897
H -8.1929 -3.7021 6.7147
H -7.6870 -5.1964 7.5069
H -6.9600 -4.3322 4.6744
H -4.8204 -4.0819 3.4564
H -2.4466 -3.6179 3.4497
H -1.0281 -2.0366 6.4066
H 1.2400 -2.5831 7.3405
H 4.5988 -6.3606 6.4615
H 5.0745 -7.9128 8.3769
H 3.9118 -7.5590 10.5622
H 2.3847 -5.5999 10.8552
H 1.8495 -4.1380 8.8947
H 1.3246 -6.2083 5.0188
H -0.8590 -5.5958 3.9754
H -2.7539 -3.6312 7.2381
H -4.9149 -3.9264 8.4251
```

Calculated values
charge: +1
lowest unoccupied orbital energy: -0.2059 Eh
F_max: 0.0733 hartree/bohr
frontier orbital gap: 0.1443 hartree
HOMO level: -9.530 eV
multiplicity: 1
total energy: -1638.611693 a.u.